The following is a DFT calculation (ωB97M-V/def2-TZVPD) of a 5-piece molecular cluster, C30H45FN3O21P2S overall at a distorted geometry.

Output
2S+1 = 1
DFT total energy = -4094.25322 hartree
Lowest unoccupied orbital energy = -6.28 eV
Molar mass = 896.70 Da
E_HOMO = -0.4289 Ha
F_max = 0.237 Eh/bohr
Total charge = +1
Kohn-Sham gap = 5.388 eV

Each atom is followed by the atoms it is bonded to, with distances in Å.
Cartesian coordinates (Å):
1 C -3.631 -0.024 -1.736  C2 1.639, H31 1.193, H32 1.173, H33 1.174
2 C -4.227 -0.904 -2.983  C1 1.639, O3 1.471, H34 1.193, H35 1.181
3 O -3.238 -1.712 -3.712  C2 1.471, C4 1.483
4 C -1.865 -1.170 -3.564  O3 1.483, C5 1.639, N27 1.534
5 C -0.870 -1.890 -2.479  C4 1.639, P6 1.922, C10 1.640
6 P -1.308 -3.400 -1.373  C5 1.922, C7 1.908, C8 1.948
7 C -3.186 -3.587 -1.098  P6 1.908, H36 1.170, H37 1.194, H38 1.191
8 C -0.697 -4.963 -2.363  P6 1.948, C9 1.649, H39 1.173, H40 1.175
9 C -0.854 -4.582 -3.959  C8 1.649, H41 1.181, H42 1.190, H43 1.178
10 C 0.640 -1.270 -2.320  C5 1.640, C11 1.660, C17 1.674
11 C 1.646 -1.959 -1.194  C10 1.660, O12 1.362, O13 1.472
12 O 1.310 -2.020 0.124  C11 1.362
13 O 2.951 -2.460 -1.656  C11 1.472, C14 1.471
14 C 4.014 -2.262 -0.658  O13 1.471, O15 1.501, H44 1.193, H45 1.191
15 O 5.326 -1.954 -1.319  C14 1.501, C16 1.472
16 C 6.005 -3.193 -1.730  O15 1.472, H46 1.172, H47 1.193, H48 1.190
17 C 1.095 0.011 -3.295  C10 1.674, S18 1.865, C22 1.671
18 S 2.833 0.637 -3.035  C17 1.865, O19 1.543, O20 1.577, F21 1.750
19 O 3.157 2.022 -3.633  S18 1.543
20 O 3.788 -0.391 -3.754  S18 1.577
21 F 3.288 0.743 -1.348  S18 1.750
22 C -0.007 0.614 -4.398  C17 1.671, P23 1.947, N27 1.543
23 P 0.505 2.062 -5.594  C22 1.947, N24 1.637, O25 1.737, O26 1.776
24 N 0.681 3.468 -4.775  P23 1.637, H49 1.064
25 O -0.644 2.365 -6.860  P23 1.737, H50 1.002
26 O 2.003 1.561 -6.407  P23 1.776, H51 1.015
27 N -1.424 0.004 -4.447  C4 1.534, C22 1.543, O28 1.369
28 O -2.398 0.466 -5.291  N27 1.369, C29 1.501
29 C -2.968 1.733 -4.725  O28 1.501, N30 1.318
30 N -3.308 2.761 -3.973  C29 1.318
31 H -4.512 0.421 -1.066  C1 1.193
32 H -2.973 0.897 -2.045  C1 1.173
33 H -2.980 -0.695 -1.026  C1 1.174
34 H -4.769 -0.147 -3.729  C2 1.193
35 H -5.077 -1.604 -2.557  C2 1.181
36 H -3.704 -2.700 -0.537  C7 1.170
37 H -3.408 -4.591 -0.490  C7 1.194
38 H -3.667 -3.777 -2.170  C7 1.191
39 H -1.399 -5.862 -2.090  C8 1.173
40 H 0.429 -5.132 -2.074  C8 1.175
41 H -0.910 -5.547 -4.638  C9 1.181
42 H -1.891 -4.010 -4.071  C9 1.190
43 H -0.003 -3.843 -4.304  C9 1.178
44 H 3.825 -1.332 0.066  C14 1.193
45 H 4.196 -3.217 0.031  C14 1.191
46 H 5.394 -4.176 -1.551  C16 1.172
47 H 6.302 -3.039 -2.875  C16 1.193
48 H 7.043 -3.227 -1.148  C16 1.190
49 H 1.691 3.795 -4.863  N24 1.064
50 H -0.614 1.682 -7.593  O25 1.002
51 H 2.123 2.110 -7.252  O26 1.015
52 C 0.205 3.725 -1.230  C53 1.515, H59 1.095, H60 1.094, H61 1.095
53 C -1.019 3.929 -0.361  C52 1.515, C54 1.499, O58 1.419, H62 1.097
54 C -0.706 4.088 1.096  C53 1.499, O55 1.418, H63 1.093, H64 1.095
55 O -1.903 3.643 1.712  C54 1.418, C56 1.367
56 C -2.473 2.751 0.846  O55 1.367, O57 1.219, O58 1.368
57 O -3.415 2.027 1.121  C56 1.219
58 O -1.843 2.775 -0.367  C53 1.419, C56 1.368
59 H -0.091 3.463 -2.251  C52 1.095
60 H 0.820 4.630 -1.262  C52 1.094
61 H 0.820 2.897 -0.861  C52 1.095
62 H -1.614 4.769 -0.741  C53 1.097
63 H -0.494 5.126 1.368  C54 1.093
64 H 0.116 3.451 1.440  C54 1.095
65 C -3.664 4.870 4.289  C66 1.515, H72 1.095, H73 1.094, H74 1.095
66 C -4.756 5.843 4.684  C65 1.515, C67 1.499, O71 1.419, H75 1.097
67 C -6.073 5.574 4.021  C66 1.499, O68 1.418, H76 1.093, H77 1.095
68 O -6.679 6.856 4.022  C67 1.418, C69 1.367
69 C -5.658 7.764 4.009  O68 1.367, O70 1.219, O71 1.368
70 O -5.800 8.960 3.820  C69 1.219
71 O -4.455 7.153 4.232  C66 1.419, C69 1.368
72 H -2.697 5.204 4.679  C65 1.095
73 H -3.872 3.867 4.674  C65 1.094
74 H -3.559 4.812 3.200  C65 1.095
75 H -4.852 5.878 5.776  C66 1.097
76 H -6.683 4.857 4.577  C67 1.093
77 H -5.981 5.237 2.983  C67 1.095
78 C 1.553 -0.039 4.533  C79 1.515, H85 1.095, H86 1.094, H87 1.095
79 C 0.461 0.934 4.928  C78 1.515, C80 1.499, O84 1.419, H88 1.097
80 C -0.857 0.665 4.265  C79 1.499, O81 1.418, H89 1.093, H90 1.095
81 O -1.463 1.946 4.266  C80 1.418, C82 1.367
82 C -0.441 2.855 4.253  O81 1.367, O83 1.219, O84 1.368
83 O -0.583 4.051 4.064  C82 1.219
84 O 0.762 2.244 4.476  C79 1.419, C82 1.368
85 H 2.520 0.295 4.923  C78 1.095
86 H 1.345 -1.042 4.918  C78 1.094
87 H 1.658 -0.097 3.444  C78 1.095
88 H 0.365 0.969 6.020  C79 1.097
89 H -1.467 -0.052 4.821  C80 1.093
90 H -0.765 0.328 3.227  C80 1.095
91 C 5.902 -6.255 4.244  C92 1.515, H98 1.095, H99 1.094, H100 1.095
92 C 5.751 -5.447 2.972  C91 1.515, C93 1.499, O97 1.419, H101 1.097
93 C 4.327 -5.148 2.612  C92 1.499, O94 1.418, H102 1.093, H103 1.095
94 O 4.398 -4.987 1.205  C93 1.418, C95 1.367
95 C 5.456 -5.744 0.784  O94 1.367, O96 1.219, O97 1.368
96 O 5.705 -5.994 -0.383  C95 1.219
97 O 6.196 -6.186 1.845  C92 1.419, C95 1.368
98 H 6.943 -6.572 4.372  C91 1.095
99 H 5.601 -5.672 5.119  C91 1.094
100 H 5.300 -7.170 4.207  C91 1.095
101 H 6.353 -4.532 3.033  C92 1.097
102 H 3.957 -4.236 3.087  C93 1.093
103 H 3.637 -5.972 2.829  C93 1.095